Here is a structure of composition C12H26O5Si2Tm from the Open Molecules 2025 dataset. Energies are from the ωB97M-V functional and the def2-TZVPD basis.

XYZ file:
```
46
Properties=species:S:1:pos:R:3:forces:R:3
C -1.04674 -2.64998 1.74237 -0.28 0.57 -0.10
C -1.14635 -3.80932 0.73657 1.66 1.70 -0.67
O -1.84569 -4.75173 1.06160 -0.63 -1.31 0.40
O -0.51957 -3.91326 -0.42414 -1.12 -0.05 1.16
C -0.67818 -2.73224 -1.27022 0.21 2.01 -1.80
C 0.16719 -2.84016 -2.57507 0.72 0.10 -0.20
C 1.55231 -2.10190 -2.56853 0.32 -0.14 0.85
C 1.52886 -0.56226 -2.22436 -0.60 -0.59 -0.41
C 0.28330 0.20650 -2.74194 0.23 1.22 0.39
C 0.16632 1.63701 -2.01646 -1.10 -0.96 -0.23
Si -1.23028 1.52900 -0.70867 0.10 1.25 -1.44
C -0.93956 2.67388 0.79203 0.15 -0.04 1.06
C 0.46122 2.37374 1.42951 -1.11 -0.59 -2.11
O 0.47069 2.50074 2.89679 2.14 -0.75 0.13
C 1.70301 3.01259 3.22299 -2.17 -1.88 -0.55
C 2.90853 2.11109 3.70854 -1.33 0.03 -0.70
O 1.91343 4.14067 3.12026 1.51 3.28 0.23
O -2.77335 1.76135 -1.39821 0.99 -1.57 2.05
Si -3.87148 0.77116 -0.50689 -0.48 1.02 -0.96
H -2.07840 -2.28529 1.95370 0.67 -0.43 0.05
H -0.48508 -1.77731 1.34619 -0.28 -0.84 -0.14
H -0.53924 -2.98454 2.67071 -0.54 -0.14 -0.57
H -1.74039 -2.57799 -1.57552 0.57 -0.68 0.58
H -0.39251 -1.82613 -0.70141 -0.01 -0.60 -0.18
H 0.35798 -3.90982 -2.82017 -0.35 0.68 0.14
H -0.41621 -2.39272 -3.40987 0.08 -0.54 0.65
H 2.21020 -2.58148 -1.79979 -0.41 0.21 -0.60
H 2.06981 -2.28797 -3.53610 -0.59 0.18 0.53
H 2.43240 -0.10268 -2.68493 -0.53 -0.21 0.58
H 1.58122 -0.44343 -1.11130 0.05 0.01 -0.70
H -0.67975 -0.31338 -2.55350 0.60 -0.05 -0.22
H 0.34477 0.39695 -3.83537 0.01 -0.38 0.67
H 1.12013 1.94989 -1.54817 -0.39 0.04 -0.57
H -0.20838 2.33930 -2.79177 0.60 0.03 0.65
H -1.19715 0.13504 -0.19944 0.11 -0.12 0.37
H -1.04308 3.75132 0.55665 0.09 -0.58 0.06
H -1.73674 2.44526 1.54343 0.56 0.10 -0.49
H 1.20338 3.03518 0.93275 -0.34 -0.22 0.69
H 0.73691 1.32073 1.15661 -0.02 0.60 0.56
H 2.75069 1.93331 4.84042 -3.84 1.20 -3.02
H 3.85789 2.73818 3.57544 -1.13 -0.22 -0.17
H 3.01793 1.14163 3.12056 -0.24 0.76 0.80
H -5.18015 0.84836 -1.15568 0.00 -0.01 -0.07
H -3.99214 1.23975 0.89258 0.25 -0.01 -0.01
H -3.40130 -0.62617 -0.47399 0.11 -0.16 -0.05
Tm 4.30357 1.47713 5.33180 5.76 -1.92 3.35
```
Positions in Å, forces in eV/Å.

Calculated values
Frontier orbital gap (spin up / spin down) (eV): 4.333 / 4.077
HOMO energy (spin up / spin down) (eV): -16.89 / -16.89
Spin multiplicity: 3
Charge: +3

***

Here is a cluster of 2 separate species, C5H11ClN in total from the Open Molecules 2025 dataset. Energies are from the ωB97M-V functional and the def2-TZVPD basis.

XYZ file:
```
18
Properties=species:S:1:pos:R:3:forces:R:3
C -0.77257 -2.22854 0.08558 -3.26 -0.85 -1.05
C -0.51772 -0.99954 -0.00285 -2.13 3.68 0.15
C -0.19579 1.01112 -1.21019 -0.68 3.45 0.29
C 1.67169 -0.19352 -0.14201 -0.93 1.55 3.84
C -0.03421 1.01315 1.25480 4.27 -0.16 2.22
N 0.18787 0.23769 -0.03034 0.95 -1.37 0.34
Cl -3.29255 0.26228 -0.16036 1.16 -0.56 0.19
H -1.88286 -2.56644 -0.07102 2.09 0.52 0.66
H -0.01542 -2.91894 -0.02937 1.61 -1.93 0.18
H -1.28078 1.06934 -1.12852 0.00 0.43 -0.28
H 0.25555 2.10949 -1.13317 -0.73 -2.60 -0.27
H 0.02455 0.48688 -2.10630 0.61 -0.34 -0.71
H 1.72033 -0.75917 0.80764 1.01 0.15 -0.59
H 1.82721 -0.79177 -0.95958 0.21 -1.25 -2.10
H 2.27636 0.72377 -0.10753 -0.17 -0.47 -0.13
H -0.95419 1.50614 1.33341 -1.31 0.71 -0.59
H 0.05960 0.33187 2.14403 -0.32 0.17 -1.13
H 0.92292 1.70619 1.45578 -2.38 -1.14 -1.03
```
Positions in Å, forces in eV/Å.

Calculated values
Frontier orbital gap (spin up / spin down) (eV): 9.038 / 6.445
Relative energy (zero: lowest compared OMol25 entry of this formula, charge and spin) (kcal/mol): 141.9
HOMO energy (spin up / spin down) (eV): -14.45 / -13.42
Charge: +1

***

Here is a structure of composition C17H28CoN6O6Se from the Open Molecules 2025 dataset. Energies are from the ωB97M-V functional and the def2-TZVPD basis.

XYZ file:
```
59
Properties=species:S:1:pos:R:3:forces:R:3
O 0.40338 -1.49363 -3.62106 -1.74 -1.17 -1.15
H -0.35996 -1.93828 -4.12738 1.33 0.88 0.91
Co -0.13944 0.01428 -0.08112 0.62 0.52 0.75
N 1.30146 -0.85019 -0.91140 -1.35 -0.23 0.34
N -0.73731 -1.65554 0.33399 -0.14 -0.34 -0.39
N 0.59716 1.69317 -0.26362 -1.58 2.94 1.77
N -1.31466 0.90580 1.01514 -0.24 3.48 0.74
O 2.40124 -0.42330 -1.34500 0.54 0.50 -0.19
O 1.61032 2.02656 -1.05839 0.92 0.17 -0.31
O -2.41451 0.37842 1.59129 -0.02 -0.71 -0.22
O -1.68548 -2.02045 1.12142 -0.12 0.34 -0.36
C -0.10422 -2.62423 -0.39257 0.98 0.14 -0.47
C 1.04043 -2.18504 -1.05320 -0.83 -0.67 1.04
C 0.04288 2.69654 0.46869 1.79 -2.09 -1.65
C -1.07554 2.22627 1.22865 -0.67 -2.85 -0.20
C 2.03878 -3.01803 -1.72491 -0.08 -0.74 0.01
H 2.19240 -2.66068 -2.74358 0.31 -0.10 0.11
H 1.63163 -4.02853 -1.73872 0.42 -0.09 -0.25
H 2.97484 -3.00784 -1.14861 -0.14 0.04 -0.37
C -0.65785 -3.99040 -0.35825 0.18 -0.43 -0.06
H -1.65416 -4.01858 -0.81946 0.17 -0.03 0.18
H -0.74786 -4.31039 0.68716 -0.06 -0.12 -0.30
H 0.01446 -4.65034 -0.90910 -0.30 -0.17 0.19
C 0.63257 4.07218 0.54188 -0.27 0.30 -0.06
C -1.86524 3.06383 2.17792 -0.12 0.20 -0.10
H 1.31596 4.29631 -0.28530 -0.26 -0.31 0.21
H 1.17987 4.22352 1.48106 -0.03 -0.21 -0.10
H -0.16452 4.82289 0.53736 0.06 -0.07 -0.05
H -2.44738 2.43263 2.85906 0.15 0.20 -0.21
H -2.56061 3.71463 1.62469 0.10 -0.17 0.21
H -1.19228 3.71816 2.75270 -0.21 -0.22 -0.14
H 2.11233 1.16209 -1.20536 -0.15 0.07 -0.25
H -2.28895 -0.64066 1.39459 -0.11 0.63 0.41
C -1.32438 0.19535 -1.57943 -0.85 0.31 0.02
H -0.78781 -0.28029 -2.38848 0.17 -0.07 -0.63
H -1.55114 1.26480 -1.79751 0.07 -0.83 0.05
H -2.24044 -0.39256 -1.36654 0.33 0.51 -0.20
O 2.00003 0.71744 -3.98281 -0.78 -1.43 -0.40
H 1.65222 -0.22037 -4.09656 0.76 1.85 0.23
H 1.21262 1.15558 -3.63320 0.22 0.12 0.02
C -0.99964 -0.36958 4.16695 -0.32 0.09 -0.39
N 0.38031 -0.34028 4.58095 0.41 0.04 0.07
C 1.47124 -0.23987 3.74753 -0.50 -0.19 1.96
Se 1.58981 -0.20896 1.94519 0.69 -0.04 0.28
N 2.53049 -0.22154 4.60798 0.48 -0.03 -0.07
C 2.15937 -0.33567 5.93781 0.30 0.04 -0.08
C 2.91199 -0.38176 7.10867 -0.37 0.03 -0.12
C 2.18904 -0.48602 8.29958 -0.33 0.00 -0.10
C 0.77548 -0.54554 8.29736 -0.26 0.01 -0.43
C 0.03607 -0.50659 7.10332 0.52 0.04 -0.23
C 0.77951 -0.40223 5.92707 -0.54 0.02 -0.19
H -1.61459 -0.58196 5.04834 0.08 0.01 -0.41
H -1.15323 -1.12426 3.39077 0.04 -0.06 0.22
H -1.30114 0.58319 3.71906 0.10 -0.12 0.27
H 3.47980 -0.17227 4.29531 0.15 0.01 -0.29
H 3.99897 -0.33177 7.03965 -0.29 -0.03 0.32
H 2.70763 -0.51939 9.25732 -0.09 0.00 -0.29
H 0.22150 -0.62496 9.23401 0.33 0.02 -0.20
H -1.05347 -0.55015 7.01209 0.45 -0.01 0.57
```
Positions in Å, forces in eV/Å.

Calculated values
Frontier orbital gap (spin up / spin down) (eV): 5.437 / 5.266
Relative energy (zero: lowest compared OMol25 entry of this formula, charge and spin) (kcal/mol): 0.0
HOMO energy (spin up / spin down) (eV): -5.60 / -7.76
Spin multiplicity: 4
Charge: 0

***

Here is a structure of composition C2HFLi2O2Rb from the Open Molecules 2025 dataset. Energies are from the ωB97M-V functional and the def2-TZVPD basis.

XYZ file:
```
9
Properties=species:S:1:pos:R:3:forces:R:3
O -2.57136 -1.02335 -0.88199 0.22 0.32 -0.19
C -3.37627 -0.14758 -1.21785 -0.62 -1.10 -0.16
C -4.72808 -0.43400 -1.68462 0.37 1.50 1.64
O -5.09627 -1.61647 -1.91614 0.32 -1.32 -0.31
Li -0.19290 0.22510 0.27883 0.47 0.23 0.08
F 1.30393 0.87973 0.85714 -0.41 -0.09 0.05
H -5.47090 0.36100 -1.48999 0.34 -0.22 -0.73
Li -3.91169 -3.04369 -1.59439 -0.25 0.96 -0.04
Rb 3.82939 2.47718 2.57998 -0.45 -0.28 -0.33
```
Positions in Å, forces in eV/Å.

Calculated values
Frontier orbital gap (spin up / spin down) (eV): 5.648 / 6.621
Relative energy (zero: lowest compared OMol25 entry of this formula, charge and spin) (kcal/mol): 11.2
HOMO energy (spin up / spin down) (eV): -9.18 / -10.15
Charge: +1